[1]
Entry from the Open Molecules 2025 dataset: a cluster of 4 separate species, C2H12NO3 in total in a non-equilibrium geometry (ωB97M-V/def2-TZVPD).

ORCA input file:
```
! wB97M-V def2-TZVPD RIJCOSX def2/J DEFGRID3
* xyz 1 1
C -1.781 -0.355 1.034
C -1.937 0.850 1.691
N -0.311 -0.591 0.708
H -2.575 -1.026 0.529
H -2.963 1.295 1.828
H -1.081 1.494 1.754
H 0.543 -0.322 1.365
H 0.121 -0.210 -0.166
H -0.136 -1.527 0.342
H 1.618 2.167 -0.020
H 1.680 2.778 1.452
O 1.186 2.240 0.818
H -0.799 -3.576 -0.912
H 0.582 -3.403 -0.250
O -0.224 -2.972 -0.476
H 1.868 0.307 -3.654
H 2.806 1.364 -3.018
O 1.890 0.961 -2.912
*
```

Properties
Energy above the lowest of the compared OMol25 structures with the same formula, charge and spin (kcal per mole): 50.72
Total energy (eV): -9893.244
HOMO energy (eV): -14.455

Mulliken population analysis, charges in e, atoms 1 to 6:
1. C -0.0269
2. C -0.4725
3. N -0.2696
4. H 0.2947
5. H 0.2651
6. H 0.2001

=====

[2]
Entry from the Open Molecules 2025 dataset: a structure of composition C22H43N2P3SeSm in a non-equilibrium geometry (ωB97M-V/def2-TZVPD).

ORCA input file:
```
! wB97M-V def2-TZVPD RIJCOSX def2/J DEFGRID3
* xyz 3 6
Sm 0.172 0.016 0.173
P -2.736 -0.121 0.059
P 0.190 -2.868 0.291
P -0.042 2.898 0.234
H 2.858 -0.884 -1.184
C 2.957 0.080 -0.679
C 2.984 0.121 0.683
H 3.097 -0.805 1.260
C -3.463 -0.195 -1.634
C -3.664 -1.536 0.786
C -3.783 1.239 0.729
C 1.866 -3.639 0.334
C -0.619 -3.861 1.586
C -0.514 -3.613 -1.232
C 1.589 3.763 0.262
C -0.928 3.905 1.473
C -0.776 3.571 -1.313
H 3.168 0.929 -1.325
H 2.995 1.058 1.258
H -4.554 -0.294 -1.532
H -3.036 -1.049 -2.177
H -3.198 0.715 -2.190
H -4.731 -1.425 0.531
H -3.530 -1.539 1.877
H -3.276 -2.489 0.398
H -4.831 1.028 0.458
H -3.473 2.210 0.314
H -3.679 1.296 1.822
H 1.866 -4.580 -0.235
H 2.121 -3.837 1.383
H 2.611 -2.950 -0.086
H -0.617 -4.935 1.338
H -1.655 -3.533 1.736
H -0.091 -3.725 2.538
H -0.188 -4.666 -1.212
H -0.131 -3.106 -2.133
H -1.614 -3.558 -1.229
H 1.530 4.735 -0.251
H 2.346 3.129 -0.218
H 1.869 3.917 1.312
H -0.850 4.981 1.252
H -0.499 3.722 2.466
H -1.991 3.639 1.520
H -0.490 4.636 -1.348
H -1.873 3.477 -1.301
H -0.385 3.039 -2.195
C 1.408 0.117 -4.315
C 2.784 -0.089 -4.126
C 3.652 -0.105 -5.227
C 3.165 0.138 -6.504
C 1.796 0.395 -6.693
C 0.921 0.413 -5.591
Se -0.028 0.008 -2.802
H 1.118 0.096 -1.744
H 3.186 -0.257 -3.126
H 4.714 -0.311 -5.068
H 3.834 0.150 -7.359
H 1.385 0.569 -7.678
H -0.147 0.619 -5.718
N -0.180 -0.126 6.778
C -0.084 -0.052 5.431
C 0.858 -0.836 4.725
C 0.912 -0.764 3.345
N 0.003 -0.042 2.622
C -0.875 0.759 3.295
C -0.969 0.750 4.676
H 0.435 -0.723 7.316
H -0.879 0.413 7.271
H 1.566 -1.476 5.256
H 1.668 -1.303 2.756
H -1.540 1.393 2.690
H -1.705 1.370 5.186
*
```

Properties
Energy above the lowest of the compared OMol25 structures with the same formula, charge and spin (kcal per mole): 0.00
Total energy (eV): -137583.732
HOMO energy (spin up / spin down) (eV): -16.607 / -16.614

Mulliken population analysis, charges in e, atoms 1 to 6:
1. Sm -0.1892
2. P 0.9319
3. P 1.1497
4. P 1.2428
5. H 0.4649
6. C -0.7861

=====

[3]
Entry from the Open Molecules 2025 dataset: a structure of composition C7H13ClCuNO6 in a non-equilibrium geometry (ωB97M-V/def2-TZVPD).

ORCA input file:
```
! wB97M-V def2-TZVPD RIJCOSX def2/J DEFGRID3
* xyz -2 1
Cu 0.709 0.151 -1.602
Cl 3.034 -0.182 -2.792
O 2.176 -4.404 -3.101
C 1.406 -4.122 -1.909
C -0.001 -3.266 -1.961
O 0.162 -1.974 -2.583
H 2.068 -3.649 -1.183
H 1.205 -5.086 -1.442
H -0.333 -3.212 -0.925
H -0.828 -3.814 -2.412
C 3.321 -0.064 2.031
N 2.152 -0.637 1.398
O 1.932 -1.784 1.724
O 1.575 -0.111 0.514
H 3.013 0.941 2.322
H 4.213 0.071 1.418
H 3.496 -0.621 2.951
O -1.401 0.755 -0.865
C -2.046 1.537 -0.228
O -2.822 2.437 -0.802
C -3.243 3.503 0.106
C -2.494 3.251 1.325
C -1.928 1.842 1.267
H -4.330 3.540 0.174
H -2.897 4.442 -0.327
H -3.063 3.406 2.242
H -1.750 4.043 1.243
H -2.464 1.166 1.933
H -0.860 1.836 1.483
*
```

Properties
Energy above the lowest of the compared OMol25 structures with the same formula, charge and spin (kcal per mole): 105.24
Total energy (eV): -78398.057
HOMO energy (eV): 2.210

Mulliken population analysis, charges in e, atoms 1 to 6:
1. Cu 0.4373
2. Cl -0.7148
3. O -1.0015
4. C -0.2120
5. C -0.5147
6. O -0.6531

=====

[4]
Entry from the Open Molecules 2025 dataset: a cluster of 4 separate species, CH11N3O3 in total in a non-equilibrium geometry (ωB97M-V/def2-TZVPD).

ORCA input file:
```
! wB97M-V def2-TZVPD RIJCOSX def2/J DEFGRID3
* xyz 0 1
N 0.132 1.310 2.326
C -0.795 0.559 1.510
N -0.747 0.992 0.189
N -0.327 -0.885 1.322
H 0.796 1.814 1.743
H 0.623 0.715 2.983
H -1.512 1.630 -0.061
H -1.768 0.464 1.987
H -1.005 -1.520 1.732
H 1.783 0.138 -1.711
H 1.358 0.742 -0.355
O 2.135 0.535 -0.881
H 1.030 -1.674 -3.356
H -0.369 -0.943 0.306
O 0.917 -0.899 -2.776
H -1.281 -0.416 -1.713
H 0.015 -1.269 -1.830
O -0.983 -1.291 -1.416
*
```

Properties
Energy above the lowest of the compared OMol25 structures with the same formula, charge and spin (kcal per mole): 190.78
Total energy (eV): -11821.081
HOMO energy (eV): -9.199

Mulliken population analysis, charges in e, atoms 1 to 6:
1. N -0.5290
2. C 0.1575
3. N -0.4060
4. N -0.4890
5. H 0.2930
6. H 0.2476

=====

[5]
Entry from the Open Molecules 2025 dataset: a structure of composition C41H29AsN8Pd in a non-equilibrium geometry (ωB97M-V/def2-TZVPD).

ORCA input file:
```
! wB97M-V def2-TZVPD RIJCOSX def2/J DEFGRID3
* xyz -2 1
Pd -0.085 0.628 0.945
C 3.104 -2.189 5.947
C 2.134 -3.190 5.792
C 1.194 -3.121 4.784
C 1.221 -2.033 3.916
C 0.408 -1.644 2.796
N 0.855 -0.436 2.339
C 1.959 -0.043 3.057
N 2.802 0.953 2.792
C 2.592 1.798 1.803
C 3.596 2.656 1.233
C 4.924 2.881 1.570
C 5.695 3.647 0.723
C 5.155 4.192 -0.446
C 3.829 3.997 -0.784
C 3.038 3.225 0.053
C 1.667 2.774 0.009
N 0.703 3.012 -0.860
C -0.523 2.696 -0.315
N -1.199 1.567 -0.616
C -2.442 1.623 0.002
N -3.292 0.573 -0.002
C -2.739 -0.601 0.237
N -1.537 -0.745 0.883
C -1.417 -2.006 1.381
N -0.561 -2.417 2.301
C -2.518 -2.793 0.873
C -2.847 -4.138 0.966
C -3.981 -4.582 0.316
C -4.771 -3.711 -0.438
C -4.469 -2.369 -0.530
C -3.351 -1.899 0.145
C -2.568 2.854 0.704
C -3.534 3.414 1.544
C -3.226 4.555 2.245
C -1.970 5.173 2.125
C -1.008 4.667 1.284
C -1.294 3.507 0.571
N 1.453 1.939 1.065
C 2.198 -1.012 4.081
C 3.144 -1.104 5.098
H 3.822 -2.273 6.757
H 2.129 -4.029 6.481
H 0.448 -3.895 4.663
H 5.325 2.437 2.470
H 6.738 3.832 0.956
H 5.799 4.781 -1.085
H 3.422 4.414 -1.693
H -2.212 -4.820 1.512
H -4.261 -5.626 0.377
H -5.629 -4.107 -0.966
H -5.061 -1.701 -1.139
H -4.495 2.931 1.660
H -3.950 4.983 2.932
H -1.754 6.043 2.730
H -0.030 5.123 1.192
H 3.884 -0.328 5.220
C 0.993 0.276 -4.628
As 0.146 0.848 -2.872
C 1.545 0.015 -1.774
C -1.171 -0.687 -2.686
C -1.209 -1.624 -3.817
C -0.567 -2.858 -3.757
C -0.608 -3.734 -4.824
C -1.297 -3.400 -5.978
C -1.935 -2.172 -6.058
C -1.894 -1.301 -4.990
H 1.326 -0.761 -4.632
H 1.852 0.917 -4.834
H 0.284 0.410 -5.449
H 1.943 -0.880 -2.253
H 1.116 -0.255 -0.789
H 2.359 0.722 -1.611
H -2.148 -0.222 -2.534
H -0.888 -1.194 -1.760
H -0.045 -3.130 -2.849
H -0.109 -4.692 -4.752
H -1.339 -4.092 -6.809
H -2.472 -1.902 -6.960
H -2.397 -0.344 -5.039
*
```

Properties
Total energy (eV): -119229.614
HOMO energy (spin up / spin down) (eV): -0.250 / -0.121

Mulliken population analysis, charges in e, atoms 1 to 6:
1. Pd 0.7210
2. C -0.5443
3. C -0.5421
4. C -0.2170
5. C 0.5962
6. C -0.6648

=====

Question: Which formula does entry 5 have?
Answer: C41H29AsN8Pd

=====

Question: Among the records above, which one has the highest total energy?
Answer: C2H12NO3

=====

Question: total energy of number 5 (C41H29AsN8Pd)?
Answer: -119229.614 eV

=====

Question: total energy of number 1 (C2H12NO3)?
Answer: -9893.244 eV